Record 1
Computed, not measured: a 4-piece molecular cluster, C3H13NO3 overall at a distorted geometry, with ωB97M-V/def2-TZVPD.

Output
Energy above the lowest of the compared OMol25 structures with the same formula, charge and spin: 57.3 kcal per mole
SMILES string: C=CCN.O.O.O

The geometry in XYZ format:
```
20
Properties=species:S:1:pos:R:3:forces:R:3
N 0.930567 -0.050674 -1.621884 -0.576 0.038 -0.075
C 0.618216 1.385693 -1.642171 0.637 -1.712 1.074
O 0.340053 0.142907 2.924423 -0.183 -0.273 -0.154
H 1.777179 -0.284682 -2.117892 0.097 0.002 0.074
H 0.870772 0.850059 3.275333 0.429 0.324 0.431
H 0.218190 2.541100 0.949061 0.919 0.839 -0.630
H 1.491847 2.001504 -1.350763 -0.517 -0.035 0.026
H -1.555353 1.473639 -1.302539 -0.055 0.631 -0.303
H 0.936141 -3.227547 1.866783 0.151 0.033 0.209
H -2.739124 -2.604442 -0.554260 0.497 -0.236 0.233
H 0.358590 1.617809 -2.665040 -0.088 0.416 -0.294
O 1.162923 -3.123640 0.939173 0.520 0.070 0.281
C -0.613100 1.722765 -0.824462 0.743 1.016 -0.502
O -2.030098 -3.113621 -0.124232 -0.622 -0.071 -0.124
H 0.311792 -3.053775 0.529172 -0.488 -0.209 -0.434
H -0.037152 0.540584 2.138583 -0.296 -0.067 -0.311
C -0.529119 2.625557 0.171735 -0.840 -0.274 -0.382
H 0.981548 -0.375482 -0.669805 0.346 -0.157 0.106
H -1.269853 -2.535407 -0.113590 -0.048 0.490 -0.239
H -1.224021 3.467653 0.192372 -0.625 -0.825 1.013
```
Forces are in eV/Å.

=====

Record 2
Computed, not measured: a 2-piece molecular cluster, C3H10O3 overall at a distorted geometry, with ωB97M-V/def2-TZVPD.

Output
Energy above the lowest of the compared OMol25 structures with the same formula, charge and spin: 30.0 kcal per mole
SMILES string: COCOC.O

The geometry in XYZ format:
```
16
Properties=species:S:1:pos:R:3:forces:R:3
H -0.155469 -3.595868 0.562692 -0.110 0.451 -0.122
C -0.469620 -2.596300 0.218066 -0.172 -0.663 -0.376
O -0.478977 0.141194 -0.005604 -0.361 0.452 0.505
O 1.214137 3.698221 -2.484228 -1.085 -0.191 0.541
O -0.274648 -1.707334 1.282231 0.259 0.551 1.327
H 0.971626 3.808947 -1.537030 0.206 -0.108 -1.043
H -2.012738 -0.747656 0.901153 0.148 0.280 0.090
H 0.914468 1.542790 -0.241573 0.318 -0.316 0.219
H -0.952831 0.136952 2.036997 0.574 -0.484 -0.332
H 0.380737 3.411392 -2.921749 0.869 0.298 0.514
H 0.108475 -2.337774 -0.685030 -0.172 0.059 0.320
H 0.846654 0.837574 1.403843 0.167 -0.020 -0.361
H -1.539224 -2.636086 -0.048316 0.223 -0.057 -0.047
C -0.959931 -0.486721 1.122425 -1.861 -1.792 -0.764
C 0.789481 0.605903 0.326959 1.425 1.498 -0.540
H 1.617860 -0.075232 0.069163 -0.427 0.042 0.069
```
Forces are in eV/Å.

=====

Record 3
Computed, not measured: C25H25N2PPb as an isolated structure at a distorted geometry, with ωB97M-V/def2-TZVPD.

Output
Net charge: -2
Energy above the lowest of the compared OMol25 structures with the same formula, charge and spin: 0.0 kcal per mole

The geometry in XYZ format:
```
54
Properties=species:S:1:pos:R:3:forces:R:3
H -1.541753 -1.015631 0.782080 0.233 -0.166 0.213
C -0.460573 2.066156 0.046905 -0.474 0.358 0.004
H -2.687020 -4.266077 -0.521848 0.038 0.178 -0.181
C 1.470553 -1.902989 -3.933907 0.059 0.705 0.396
C -3.029725 -2.686712 -3.473601 -0.191 -0.109 0.856
H -2.287689 -2.590707 2.528070 0.278 0.223 0.014
C -2.560547 -3.806079 -2.721218 -0.539 0.654 0.378
H 0.637620 2.875240 2.746513 0.253 -0.086 -0.094
H -2.938117 -2.558615 -4.553103 0.041 0.016 0.270
H 2.066144 -3.931330 -3.711867 0.588 -0.094 0.020
H -2.765036 4.593271 -1.845991 0.133 -0.196 0.159
C 1.677631 2.735331 2.445024 0.812 -0.020 -0.105
C 4.024810 3.279639 2.677845 -0.007 -0.116 -0.090
H 4.815841 3.848689 3.172055 -0.193 -0.160 -0.142
C -1.458855 -1.910171 2.738865 0.111 0.148 0.062
C -1.035635 -1.014782 1.751603 0.060 0.004 0.292
H -0.663141 5.384817 -0.754596 -0.068 -0.249 -0.047
C -0.947821 4.331998 -0.705810 -0.044 -0.209 -0.083
H -1.993750 0.594370 -0.434899 0.160 0.333 -0.230
H -3.415780 2.186547 -1.671730 0.303 0.064 0.170
H 3.140880 -2.730696 -2.875029 -0.230 -0.249 -0.089
H 3.538715 0.928912 0.225649 -0.223 0.122 0.197
H 1.538538 0.444606 3.455516 -0.207 -0.186 -0.056
C 2.006679 1.823191 1.426663 0.056 0.591 0.648
H 0.831542 3.779814 0.360078 -0.237 -0.098 -0.166
P 0.752037 0.813713 0.607604 1.573 -2.136 -2.812
C -2.131179 3.889821 -1.302074 0.097 -0.190 0.150
H 2.001156 -3.397377 -1.108963 -0.449 0.100 -0.037
C 4.341836 2.371499 1.661624 -0.244 0.098 0.101
C 0.246051 -1.077074 4.240159 -0.169 -0.125 -0.212
C -3.652412 -1.772870 -2.566928 0.242 -0.789 0.150
H 2.439641 4.169770 3.860788 0.141 -0.140 -0.173
C -1.680612 1.638885 -0.513528 0.014 0.187 0.042
H -3.971419 -1.885934 -0.343308 0.075 -0.042 -0.123
H 2.168285 -1.136946 -4.280640 0.023 -0.174 -0.278
C -0.820926 -1.943042 3.985669 0.054 0.186 -0.214
C -2.494992 2.541160 -1.202125 0.087 0.146 0.083
C 0.045573 -0.147649 1.997622 -0.281 -0.135 0.469
H 5.378547 2.226869 1.359835 -0.171 0.069 0.079
C -0.107044 3.422212 -0.060857 -0.316 -0.063 -0.101
C -2.897090 -3.587927 -1.349208 -0.185 0.477 -0.709
C 3.330284 1.641750 1.026591 0.113 0.361 0.384
N 1.414430 -0.062326 -0.535874 -0.335 1.829 2.249
N 1.300471 -3.301667 -1.852293 1.064 0.783 -0.598
H -1.147070 -2.648763 4.751756 0.053 0.178 -0.192
H -2.039226 -4.675056 -3.122568 -0.044 0.268 0.133
C 2.694744 3.462734 3.069243 -0.191 -0.107 -0.115
H 0.746872 -1.088678 5.208756 -0.086 -0.044 -0.198
C 2.090769 -3.003327 -3.109739 0.014 -1.273 0.219
H 0.783692 -2.254793 -4.712153 0.110 0.225 0.095
C 0.686160 -0.199909 3.247717 -0.307 -0.130 -0.032
Pb 0.248515 -1.298381 -2.024990 -1.938 -0.527 -0.092
H -4.120759 -0.825319 -2.831182 0.131 -0.129 0.043
C -3.569844 -2.330169 -1.254204 0.214 -0.358 -0.708
```
Forces are in eV/Å.

=====

Record 4
Computed, not measured: C33H38ClHfN2O6PS as an isolated structure at a distorted geometry, with ωB97M-V/def2-TZVPD.

Output
Net charge: +4

The geometry in XYZ format:
```
83
Properties=species:S:1:pos:R:3:forces:R:3
O 1.348016 -4.120176 -4.018410 1.535 1.463 -0.583
C 0.175362 -0.117191 2.641990 1.131 -1.524 0.943
H -0.556371 -2.740044 -4.547089 0.981 0.720 0.394
H 1.576101 -2.553315 -2.637388 0.454 -0.107 -1.134
C 0.232917 -1.955183 -4.312866 -1.287 0.693 0.280
H 0.440097 -1.416835 -5.286409 -0.169 -0.476 1.264
S -0.656520 3.306419 -2.941025 0.441 -0.805 1.454
P -0.226717 5.375425 3.330611 4.046 -2.844 -0.930
H -2.821408 2.119335 2.099490 0.829 0.620 0.466
H 0.406306 0.102655 1.557729 -0.286 0.158 1.008
O 3.390914 -4.591924 -3.098244 -1.087 0.070 -1.372
C -1.363225 -2.995875 -1.809113 0.611 0.033 0.684
H 4.008372 -4.669787 -5.812765 -0.844 -0.716 0.574
H 4.515580 -6.985646 -4.818309 -1.340 0.198 -0.410
C -0.191794 0.513095 -3.575183 -1.783 0.088 2.366
H 0.088779 2.714954 5.140597 -1.130 -0.169 -0.185
H -0.729457 -5.615653 0.466415 0.383 0.737 -0.845
C -4.588835 -0.208171 -1.344242 0.063 -0.142 -0.231
N -2.169902 1.954777 -0.553603 3.978 -0.522 -1.057
C -0.553937 -5.015273 -0.465740 -0.796 0.264 -0.388
Cl 1.181671 -5.174282 -0.981784 -1.004 0.277 0.449
H -1.945269 -3.494504 0.307703 1.162 0.288 -0.443
O -2.478553 -0.851653 -0.022677 0.546 1.574 -1.665
H 2.858479 0.229623 6.777721 0.102 -0.037 -1.220
H -0.684222 -3.599722 -2.490178 -0.772 1.064 0.582
H -0.169107 -2.887557 0.151349 -0.980 -0.514 -0.397
C 2.821194 0.257702 5.659628 -0.710 0.133 -1.664
O 1.043158 4.948388 3.987477 -1.952 0.913 -0.684
C -0.829585 1.968293 3.241831 -0.777 0.674 1.664
C 0.288625 5.096101 -0.854467 -1.143 -0.918 1.673
C -0.776308 1.502732 -2.680413 0.578 -1.473 -0.068
C -1.185529 -1.464900 -2.022188 -0.183 2.063 -0.175
C 1.542747 -2.710470 -3.757355 -1.115 -0.180 0.680
C 2.745181 0.416173 2.752646 0.386 0.029 2.081
C 4.075606 0.604084 4.899355 -1.736 -0.283 -2.027
C -1.003162 -3.484057 -0.311729 -0.056 -1.181 -0.538
H 0.561664 -0.232475 5.567112 1.213 0.153 -0.367
H 2.328794 -5.230542 -6.238942 0.735 0.297 1.238
H 3.624696 -7.226296 -6.379364 -0.149 0.417 1.057
C 0.362407 5.549402 0.543094 -1.391 -2.606 -1.154
H 0.153111 2.360456 2.856308 -0.667 -0.883 0.273
C -1.756121 -0.427682 -1.129920 1.069 -1.585 -2.336
C 2.686871 -4.664070 -4.073265 1.129 -0.996 0.141
C -1.347184 3.094213 -0.203425 1.474 3.014 1.496
H -4.201282 -0.299394 -2.401499 -0.407 0.041 1.077
C 4.043260 0.676867 3.407445 -3.164 -0.758 1.340
C -0.545299 3.906658 -1.214316 -0.520 -0.809 1.469
H 4.915468 0.936844 2.759714 -0.769 -0.309 0.982
H 0.366771 0.802989 -4.506700 -0.639 -0.278 1.198
C 0.276647 7.673056 0.874256 2.038 0.324 1.501
H 0.842053 5.657590 -1.650811 -0.554 -0.701 0.837
H -1.737940 3.083138 5.013044 0.792 -0.851 0.116
H -2.404862 3.610578 3.064820 0.235 -1.195 -0.598
C -0.919734 2.331905 4.816430 0.612 -0.245 -0.588
C 1.503246 -0.004555 5.011502 2.855 0.878 -2.017
C -1.557868 1.049003 -1.446761 -0.946 -1.683 0.693
C -0.391739 -0.973992 -3.266144 0.136 1.024 -0.489
H -3.964072 -2.261147 -0.736176 0.530 1.254 0.379
Hf -2.370923 6.949929 3.187800 1.049 -0.710 0.009
N 1.131939 6.741065 0.963451 -3.337 -0.228 -1.312
H -1.091729 1.378910 5.404529 -0.154 1.280 -0.793
H -5.693129 -0.471347 -1.373418 1.387 0.274 0.099
H -4.446780 -1.167460 0.620526 1.101 -0.070 -0.991
H -1.323126 4.991847 4.199336 -1.143 0.859 -0.174
O -0.994095 0.550446 3.147265 0.945 0.977 -1.154
H 5.063807 0.833145 5.383851 -1.401 -0.400 -0.172
H -1.176259 -5.469074 -1.299210 0.767 0.358 1.089
C 1.472178 0.080747 3.528058 1.740 0.820 0.098
H 2.689726 0.482213 1.626112 0.003 -0.135 1.452
C -0.408077 4.742648 1.588103 -1.149 0.542 -1.658
H 2.443758 -2.290331 -4.287364 -0.906 -0.385 0.657
C 3.134257 -5.284074 -5.441767 -0.589 -0.569 -0.432
H -0.249399 6.851927 3.281044 -0.863 0.704 0.102
C 3.516504 -6.834674 -5.329606 0.404 0.325 -0.033
C -1.255422 3.520658 1.213887 0.112 0.894 -0.754
H -2.562886 1.485166 0.272002 -0.071 -0.057 -0.447
H -4.505087 0.881822 -1.047359 -0.158 -1.261 -0.134
C -3.862809 -1.198529 -0.352516 -2.519 -0.118 0.081
H 2.702400 -7.428560 -4.820589 0.948 0.717 -0.485
H -2.421139 -3.356797 -1.996544 1.071 0.750 -0.017
H -0.054947 -1.230685 2.691660 0.002 1.321 -0.117
C -1.974472 2.781359 2.428036 0.987 0.389 -1.035
O -0.412386 8.589559 1.072946 0.083 -0.949 -0.673
```
Forces are in eV/Å.

=====

Number 1: HOMO-LUMO gap 9.84 eV. Number 2: HOMO-LUMO gap 10.99 eV. Number 3: HOMO-LUMO gap 3.86 eV. Number 4: HOMO-LUMO gap 1.98 eV.